Record 1
The following is a quantum chemistry calculation of a 10-piece molecular cluster, H20O10 overall at a distorted geometry, from the OMol25 dataset.

Output
- Energy relative to the best compared isomer or geometry (same formula, charge and spin): 512.7 kJ/mol

Geometry as XYZ:
```
30
Properties=species:S:1:pos:R:3:forces:R:3
H -1.9103 -1.1845 -1.0566 0.5 0.0 -0.5
H -1.7830 0.3162 -1.2616 -0.6 0.0 0.1
O 3.1294 -2.6331 1.7837 0.1 0.1 0.3
O 4.6275 0.9799 -0.1007 0.0 0.1 0.1
O -3.6474 0.4892 0.0796 -3.6 0.9 1.9
H 1.4604 0.2170 0.3548 0.0 0.1 0.0
O 2.5408 -1.4702 -1.8304 0.4 -0.2 -1.1
O 1.1616 -0.6514 0.0620 -0.5 0.6 0.7
H -3.0287 -0.2635 1.8666 0.3 0.3 0.0
H -1.9638 -4.3222 -1.4215 0.1 0.0 -0.1
H 2.6051 -1.8244 1.7818 -0.1 -0.1 -0.2
O -2.9713 -0.1904 2.8260 -0.2 -0.2 0.2
H 0.2978 -0.4820 -0.3306 -0.4 0.0 0.4
O 1.2172 4.0596 0.6891 -0.2 0.0 -0.1
H 1.6770 -1.1093 -1.6012 0.7 -0.3 0.1
H 1.1337 4.4056 -0.2066 0.1 0.0 0.0
H -2.0692 -2.9415 -0.7951 0.1 -0.5 0.1
H -1.1082 1.7762 -2.0302 0.2 0.4 -0.2
H -1.4337 2.9876 -1.1720 -0.1 0.0 0.0
H 0.3883 4.3068 1.1143 0.1 0.0 0.1
O -1.8006 -3.3901 -1.6048 -0.2 0.2 0.1
H -3.7442 -0.6702 3.1444 0.1 0.0 0.1
H 3.1588 -0.9536 -1.3010 -0.1 -0.1 0.0
H -3.5058 -0.4619 0.0136 -0.5 0.7 -0.1
H -4.3350 0.5780 0.7491 -0.5 0.6 -0.1
O -1.9608 -0.3459 -0.5841 4.3 -2.2 -1.8
O -1.5491 2.6328 -2.0607 0.1 -0.2 0.1
H 3.4709 -2.6891 2.6833 0.0 0.0 -0.1
H 4.3567 1.7746 0.3729 0.0 0.0 0.0
H 5.5859 1.0599 -0.1642 -0.1 -0.1 0.0
```
Positions in Å, forces in eV/Å.


Record 2
The following is a quantum chemistry calculation of C2H4N4O2 as an isolated structure at a distorted geometry, from the OMol25 dataset.

Output
- Energy relative to the best compared isomer or geometry (same formula, charge and spin): 414.6 kJ/mol

Geometry as XYZ:
```
12
Properties=species:S:1:pos:R:3:forces:R:3
N -0.6437 1.1652 -0.0731 -2.8 -0.3 5.3
N 0.5912 0.5763 0.3653 2.9 6.7 -1.2
C 0.6805 -0.6726 0.0602 6.2 -5.1 1.8
N -2.6201 -0.2402 0.0848 -3.2 1.2 0.7
H 2.3704 1.3191 0.5291 0.6 -0.1 -1.0
C -1.4421 -0.0403 -0.1698 2.6 1.1 0.0
H -1.2975 1.4021 1.0697 3.1 0.2 -4.2
O 1.7989 -1.3074 0.2786 -5.6 1.4 -1.7
H -3.2080 0.6546 0.4066 1.9 -2.5 -1.3
O -0.4690 -1.0287 -0.3848 -3.6 -3.7 -1.5
N 1.8009 1.1988 -0.3050 -3.6 4.0 5.6
H 2.1672 0.6889 -1.0016 1.5 -2.9 -2.6
```
Positions in Å, forces in eV/Å.


Record 3
The following is a quantum chemistry calculation of a 6-piece molecular cluster, C6H24N4O6 overall at a distorted geometry, from the OMol25 dataset.

Output
- Energy relative to the best compared isomer or geometry (same formula, charge and spin): 189.5 kJ/mol

Geometry as XYZ:
```
40
Properties=species:S:1:pos:R:3:forces:R:3
N 18.7778 -1.7948 22.7804 2.1 -2.7 -3.8
H 24.2603 -2.3791 20.1153 -0.1 1.0 0.7
H 20.2039 2.0335 21.0830 0.2 -0.7 -0.4
C 23.5291 -1.4343 21.7618 -2.2 5.8 3.8
O 20.8409 0.6938 22.5231 0.4 -0.4 -0.1
H 19.5357 -4.2494 24.8294 0.1 -0.2 0.3
O 23.4928 -0.2568 22.4685 0.2 -4.8 -2.4
C 18.7224 -4.1503 25.5590 -0.4 1.2 -0.3
O 21.0150 -2.2190 24.3255 0.5 -1.6 0.1
N 18.4293 0.1074 23.7559 1.0 4.8 1.7
H 18.6333 -2.7741 22.5929 -0.8 0.0 0.6
H 22.2654 -2.3421 22.9559 -0.3 -0.5 -0.7
H 21.6619 2.4274 21.8536 0.7 0.4 0.0
H 21.7550 1.0700 20.7361 0.2 -0.1 -0.9
H 21.3233 -5.9910 24.5127 0.6 -0.4 -0.5
H 17.1801 -3.7458 24.4464 -0.7 2.2 -1.0
H 19.2946 0.5613 23.3230 -1.1 -1.4 0.4
H 24.6737 -0.6946 20.3167 -0.1 -0.3 0.3
H 21.8458 -0.4116 24.5716 -0.1 -0.3 1.1
C 22.0994 -5.6632 23.7911 0.9 1.7 0.8
H 20.8079 -5.4536 22.4518 0.1 -0.2 -0.5
H 23.1195 -6.0762 23.9340 -0.9 -0.3 0.0
N 22.6841 -2.4081 22.0170 -1.0 -1.8 1.3
H 21.3557 -1.1954 26.1667 0.4 -0.4 -1.0
H 22.6100 -3.2972 21.4868 0.3 1.1 0.8
H 19.2923 -1.4381 21.9421 -0.7 0.6 1.6
O 21.7366 -5.7186 22.4338 -0.9 -0.7 -0.6
C 18.0267 -1.1070 23.6166 -6.2 -3.4 3.3
H 20.2001 -1.8124 24.0261 -0.2 0.2 -0.1
H 18.0924 0.6107 24.5856 -0.2 -0.4 -0.8
C 21.1408 1.5836 21.4392 -0.8 0.5 1.4
H 21.7056 0.2693 22.7770 -0.4 0.3 -0.4
H 18.8795 -4.7709 26.4345 0.0 -0.3 -0.1
C 21.7690 -1.3796 25.1311 0.9 2.6 0.3
O 17.4696 -4.4457 24.9776 0.7 -2.6 1.3
H 22.8493 -1.6506 25.1685 -0.9 -0.5 0.2
H 18.7274 -3.0980 25.8974 0.1 -0.3 0.0
H 22.2046 -4.5836 23.9474 0.2 0.0 0.9
N 24.2209 -1.5208 20.6891 2.9 -0.6 -4.0
O 16.9521 -1.6782 24.2961 5.5 2.6 -3.2
```
Positions in Å, forces in eV/Å.


Record 4
The following is a quantum chemistry calculation of one molecule with the formula C3H5NO2 at a distorted geometry, from the OMol25 dataset.

Output
- Energy relative to the best compared isomer or geometry (same formula, charge and spin): 167.2 kJ/mol

Geometry as XYZ:
```
11
Properties=species:S:1:pos:R:3:forces:R:3
H 2.2018 1.4332 0.1376 -0.1 -0.1 0.0
C 1.6515 0.7494 -0.5120 0.5 0.1 0.3
H 1.4214 1.2820 -1.4387 -0.1 -0.2 0.0
N -0.3685 -0.6509 -0.4254 -0.8 -0.5 1.2
O -2.1591 -1.5412 0.7028 0.1 0.8 -0.2
H -2.1916 0.3819 0.1344 0.4 -0.1 0.4
O -0.1462 0.9239 1.1122 1.4 -0.4 -0.3
H 2.2849 -0.1067 -0.7457 -0.1 0.0 -0.1
C 0.3813 0.3081 0.1385 -1.0 2.1 0.1
C -1.5288 -0.4839 0.2153 -0.5 -1.8 -1.4
H -1.5468 -2.2958 0.6809 0.1 0.1 -0.1
```
Positions in Å, forces in eV/Å.


Which of these has the highest energy relative to the best compared isomer or geometry (same formula, charge and spin)?
H20O10